Record 1
ORCA calculation (wB97M-V/def2-TZVPD) on a gas-phase ion, CHO2S2 (charge -1) in a non-equilibrium geometry.

Its highest occupied orbital energy is -2.88 eV. The structure (SMILES) is [O-]SOC=S. Its charge is -1.

Each line ends with the Löwdin charge.
Element x y z (Å)
1 C -0.337 -0.659 -0.604  -0.80
2 O 1.591 1.099 1.486  -0.79
3 O -0.731 0.308 0.248  -0.51
4 S -1.441 -1.763 -1.249  0.42
5 S 0.258 1.717 1.175  0.64
6 H 0.661 -0.702 -1.056  0.04

***

Record 2
ORCA calculation (wB97M-V/def2-TZVPD) on 2 unconnected molecules or ions with the total composition CHO4 in a non-equilibrium geometry.

Its highest occupied orbital energy (spin up / spin down) is -16.64 / -16.60 eV. Its charge is +1.

Each line ends with the Löwdin charge.
Element x y z (Å)
1 C 3.320 0.213 0.104  -0.39
2 O 4.488 0.176 0.171  0.25
3 O -0.139 1.290 -0.837  0.40
4 O -0.754 0.751 0.092  0.33
5 O 2.189 0.232 0.148  0.20
6 H -1.680 0.936 0.230  0.21

***

Record 3
ORCA calculation (wB97M-V/def2-TZVPD) on 2 unconnected molecules or ions with the total composition CHO4S in a non-equilibrium geometry.

Its highest occupied orbital energy is -4.99 eV. Its charge is -1.

Each line ends with the Löwdin charge.
Element x y z (Å)
1 C 2.239 0.205 -0.835  -0.03
2 O -1.548 1.506 0.724  -0.47
3 O 2.538 -0.712 -0.257  0.02
4 O -1.571 -0.334 -1.033  -0.51
5 O -1.009 -0.785 1.451  -0.46
6 S -1.024 0.141 0.303  0.45
7 H 0.374 -0.020 -0.353  0.00

***

Record 4
ORCA calculation (wB97M-V/def2-TZVPD) on a single CHOPS molecule in a non-equilibrium geometry.

Its highest occupied orbital energy is -8.89 eV. The structure (SMILES) is O=CP=S. Its charge is 0.

Each line ends with the Löwdin charge.
Element x y z (Å)
1 C 0.224 1.304 -0.468  -0.61
2 O -0.560 1.212 0.408  -0.04
3 P 2.104 1.195 -0.197  0.41
4 S 2.463 -0.640 0.209  0.13
5 H -0.198 1.563 -1.595  0.11

***

Record 5
ORCA calculation (wB97M-V/def2-TZVPD) on 2 unconnected molecules or ions with the total composition CHOPS in a non-equilibrium geometry.

Its highest occupied orbital energy is -9.08 eV. Its charge is 0.

Each line ends with the Löwdin charge.
Element x y z (Å)
1 C 0.233 -0.466 -0.002  -0.97
2 O -0.854 2.040 0.250  -0.48
3 P -1.231 0.628 0.154  0.77
4 S 0.415 -2.055 0.367  0.55
5 H 1.437 -0.147 -0.769  0.13

***

Record 6
ORCA calculation (wB97M-V/def2-TZVPD) on 2 unconnected molecules or ions with the total composition CHPS3 in a non-equilibrium geometry.

Its highest occupied orbital energy (spin up / spin down) is -7.94 / -7.94 eV. Its charge is 0.

Each line ends with the Löwdin charge.
Element x y z (Å)
1 C -4.729 0.402 0.144  -1.40
2 P -0.341 -1.438 -0.346  0.13
3 S -5.039 -1.101 -0.094  0.71
4 S -4.277 1.918 0.317  0.67
5 S -1.510 -0.712 -1.760  0.09
6 H -1.628 0.593 -1.361  -0.20

***

Record 7
ORCA calculation (wB97M-V/def2-TZVPD) on a molecular structure, CI3O3S in a non-equilibrium geometry.

Its highest occupied orbital energy is -4.70 eV. Its charge is -1.

Each line ends with the Löwdin charge.
Element x y z (Å)
1 C -1.797 -0.157 -0.054  -1.86
2 O 0.729 1.089 1.172  -0.39
3 O 1.180 0.636 -1.186  -0.37
4 O 1.108 -1.237 0.442  -0.34
5 S 0.770 0.114 0.136  0.42
6 I -2.769 -1.856 -0.894  0.53
7 I -2.274 0.059 2.079  0.50
8 I -2.449 1.693 -0.968  0.50

***

Record 8
ORCA calculation (wB97M-V/def2-TZVPD) on a single CIN3O molecule in a non-equilibrium geometry.

Its highest occupied orbital energy is -9.96 eV. Its charge is 0.

Each line ends with the Löwdin charge.
Element x y z (Å)
1 C 0.187 -1.454 0.229  -0.75
2 N -0.063 -0.357 -0.678  0.09
3 N -0.207 0.810 -0.461  -0.20
4 N -0.316 1.871 -0.213  0.26
5 O 0.756 -2.410 -0.106  0.00
6 I -0.493 -1.764 2.427  0.59

***

For the records above, the corresponding energy values read -985.555191, -339.130647, -737.870476, -853.435666, -853.385400, -1574.549185, -1555.117200, -575.222571 Eh.
For the records above, the corresponding relative energy (zero: lowest compared OMol25 entry of this formula, charge and spin) values read 51.7, 23.3, 35.4, 6.4, 37.9, 28.8, 46.7, 0.2 kcal/mol.